Computed, not measured: 8 unconnected molecules or ions with the total composition C18H48F12N6O6P2, with ωB97M-V with the def2-TZVPD basis set.

```
92
Properties=species:S:1:pos:R:3:forces:R:3
C -6.64060 -1.34667 3.55047 1.65 -0.67 -0.78
C -5.22050 -0.86774 3.06296 -3.43 -0.03 0.77
O -4.35186 -0.44478 3.85079 1.63 0.29 -0.10
N -4.98452 -0.88782 1.55368 0.84 2.09 1.49
H -4.45663 -1.73212 1.38459 0.16 -0.42 -0.78
H -5.88897 -0.86708 1.10462 -0.12 -0.38 -0.25
C -4.10645 0.30739 1.08426 -0.46 -1.50 -0.25
H -7.38903 -1.50865 2.77476 0.05 0.19 -0.23
H -7.11237 -0.82536 4.38340 0.40 0.60 -0.20
H -6.41405 -2.33870 3.94116 -0.39 -0.34 0.24
H -3.17008 0.22830 1.63658 -0.35 0.20 -0.08
H -4.60112 1.27056 1.20951 -0.18 -0.34 0.33
H -3.95891 0.09300 0.02578 0.32 0.27 -0.08
C 2.53760 -3.80398 -2.16492 -0.20 -0.83 -1.12
C 3.70653 -3.70413 -3.12156 2.34 0.41 2.81
O 4.84035 -4.02586 -2.82534 -2.79 0.83 -1.92
N 3.38171 -2.98413 -4.44009 1.52 -1.54 -0.67
H 2.48517 -3.29570 -4.78542 -0.37 -0.28 0.02
H 3.28216 -1.99560 -4.25847 0.21 0.96 0.37
C 4.44145 -3.22017 -5.55078 -0.60 0.51 0.45
H 2.78183 -4.56411 -1.42287 0.00 0.19 -0.03
H 1.71920 -4.17827 -2.77993 -0.42 -0.19 0.23
H 2.16810 -2.89271 -1.69465 0.50 0.31 -0.18
H 4.80262 -4.24795 -5.51462 -0.10 0.20 0.23
H 5.23324 -2.49037 -5.38174 -0.05 -0.23 -0.08
H 3.91632 -3.03720 -6.48825 0.24 0.06 0.04
C 0.86805 2.19314 -5.33533 -0.98 -0.88 -0.24
C -0.37176 2.00615 -4.49934 1.41 3.15 1.09
O -0.70608 2.78753 -3.64198 -0.59 -2.26 -1.24
N -1.15062 0.72735 -4.78603 -1.79 1.09 1.13
H -1.43801 0.81559 -5.75026 0.08 -0.21 -0.70
H -0.61177 -0.12067 -4.68313 0.64 -0.15 0.03
C -2.45245 0.54282 -3.98350 0.68 -0.59 0.00
H 1.27813 3.20294 -5.31973 -0.13 -0.23 0.56
H 0.70082 1.93129 -6.38012 -0.05 -0.21 -0.07
H 1.51967 1.44229 -4.88845 0.73 0.20 -0.15
H -2.23406 0.50781 -2.91617 0.27 0.08 -0.16
H -2.76379 -0.44684 -4.31774 -0.52 0.20 0.17
H -3.19032 1.31856 -4.18816 0.35 -0.09 -0.31
C -0.63269 3.61724 -0.18395 0.15 0.16 -1.28
C -1.02540 4.96329 -0.79339 4.90 1.44 -1.68
O -0.27094 5.72302 -1.42940 -3.44 -2.71 2.30
N -2.40258 5.41249 -0.49079 0.54 -0.46 -2.22
H -2.61084 4.96748 0.39165 -1.05 -0.12 0.27
H -2.35209 6.41695 -0.39785 -0.15 0.63 0.21
C -3.32495 5.09632 -1.70673 -1.18 0.40 0.93
H -1.35929 2.83280 -0.39559 -0.42 0.14 0.50
H -0.35859 3.67854 0.86924 -0.42 0.13 0.09
H 0.25095 3.23731 -0.69672 0.18 0.41 -0.04
H -4.24140 5.61334 -1.42230 -0.20 -0.35 -0.22
H -3.51257 4.03368 -1.86064 0.30 0.05 0.61
H -3.02351 5.51195 -2.66824 0.89 0.31 0.56
C -1.36803 0.06373 4.91938 -0.14 -0.06 0.15
C -1.79909 -0.00405 6.37387 -3.96 2.68 0.25
O -2.82880 0.50568 6.83313 4.51 -2.38 -1.06
N -0.89564 -0.89226 7.24343 -0.79 -0.88 0.29
H 0.03892 -0.86115 6.86169 0.36 -0.06 -0.21
H -0.80123 -0.69320 8.22911 -0.41 1.27 0.37
C -1.36304 -2.33938 7.29186 0.55 -0.83 -0.68
H -0.37240 0.42880 4.66731 0.27 0.04 0.72
H -2.06142 0.69775 4.36681 -0.28 -0.31 0.28
H -1.40591 -0.93910 4.49393 -0.24 -0.14 -0.06
H -0.88816 -2.82071 6.43693 -0.29 -0.20 0.10
H -2.44265 -2.48437 7.25271 0.07 0.66 -0.06
H -0.98787 -2.79760 8.20695 0.05 0.16 -0.08
C 4.52403 -2.55211 0.78305 -0.57 -0.63 0.02
C 4.75620 -1.24517 1.46492 3.38 -0.24 1.69
O 5.81652 -0.96775 1.99046 -2.48 0.05 -1.03
N 3.63639 -0.25959 1.57458 -0.55 -0.09 0.81
H 3.92773 0.67061 1.31011 0.61 0.41 -0.27
H 2.93357 -0.50874 0.89336 -0.86 -0.07 -0.36
C 2.98995 -0.12867 2.98073 0.08 0.18 -1.06
H 3.50977 -2.94055 0.87529 -0.31 0.47 -0.31
H 5.11600 -3.35108 1.22949 0.44 0.49 0.19
H 4.83405 -2.48609 -0.25985 -0.19 0.15 -0.08
H 3.70978 0.31989 3.66537 0.16 -0.53 -0.13
H 2.58538 -1.10814 3.23585 0.31 0.21 0.22
H 2.16204 0.56616 2.83973 0.10 -0.19 -0.03
P 3.71043 0.50669 -2.71443 2.40 3.64 -0.06
F 2.81287 1.03499 -1.42547 0.60 0.02 -0.99
F 5.07601 1.22494 -2.19992 -1.16 0.26 0.33
F 4.10599 -0.74330 -1.87062 0.09 -2.34 1.00
F 4.60015 -0.03188 -3.97375 -0.72 -0.85 -0.31
F 2.42029 -0.24986 -3.28503 -1.23 -0.92 -0.68
F 3.33089 1.81766 -3.60584 -0.35 -0.45 0.69
P -0.17499 -0.33737 0.77501 1.16 1.38 0.85
F 0.30915 -0.68887 2.32560 1.47 0.62 -0.34
F -1.01053 0.91937 1.37908 -1.10 -0.34 -0.31
F 0.99119 0.79418 0.60626 0.63 -0.37 -0.03
F -0.69861 -0.00845 -0.78491 -0.15 -0.74 1.67
F 0.92394 -1.39813 0.15035 -1.17 -0.14 0.54
F -1.30796 -1.36546 1.20419 -0.85 -0.40 -2.43
```
Positions in Å, forces in eV/Å.

The LUMO energy (alpha / beta) is -0.259 / -0.259 Eh. Its HOMO-LUMO gap (alpha / beta) is 2.66 / 7.05 eV. As for the molecular weight: 734.5 g mol⁻¹. As for the spin multiplicity: 2. Its total charge is +3. The electronic energy comes out at -91839.7913 eV.

Results of the Löwdin charge analysis, in e, for atoms 1 through 5: number 1, C, carries -0.044; number 2, C, carries -0.530; number 3, O, carries -0.095; number 4, N, carries 0.044; number 5, H, carries 0.145